1.
95
Properties=species:S:1:pos:R:3:lowdin_charge:R:1 method="wB97M-V/def2-TZVPD" e_tot_ev=-94064.902 relative_energy_kj_mol=0.0 homo_lumo_gap_ev=4.3827 charge=-1
Tl 2.02 1.06 -0.43 0.442
Cl 3.13 0.17 1.72 -0.269
N 2.02 -1.20 -1.79 0.101
N 0.53 3.21 -1.32 0.090
C 3.20 -1.39 -2.30 -0.356
C 1.34 4.10 -1.80 -0.367
C 1.08 -2.14 -2.43 -0.558
C 2.00 -3.00 -3.29 -0.070
C 0.08 -1.37 -3.27 -0.029
C 0.36 -2.98 -1.38 -0.056
H 0.61 -0.78 -4.03 0.095
H -0.53 -0.71 -2.65 0.060
H -0.58 -2.08 -3.78 0.085
H 1.10 -3.50 -0.77 0.088
H -0.27 -3.72 -1.89 0.086
H -0.26 -2.34 -0.74 0.006
C -0.86 3.60 -1.69 -0.563
C -0.65 4.90 -2.47 -0.076
C -1.68 3.84 -0.43 -0.051
C -1.51 2.54 -2.55 -0.042
H -0.91 2.38 -3.45 0.093
H -2.50 2.88 -2.85 0.085
H -1.61 1.59 -2.00 0.029
H -1.23 4.66 0.15 0.089
H -1.72 2.93 0.19 0.003
H -2.70 4.13 -0.72 0.085
O 0.79 5.09 -2.52 -0.003
H -1.08 5.78 -1.97 0.123
H -1.01 4.85 -3.51 0.124
O 3.30 -2.37 -3.21 0.004
H 1.72 -3.03 -4.36 0.126
H 2.11 -4.03 -2.92 0.125
C 4.42 -0.57 -2.01 -0.067
C 2.83 4.11 -1.64 -0.071
C 3.40 3.03 -2.50 -0.232
H 3.03 3.90 -0.58 0.123
H 3.20 5.10 -1.90 0.121
C 3.50 1.74 -2.02 -0.212
C 4.20 0.75 -2.68 -0.231
H 0.29 0.27 1.52 -0.263
C 4.60 0.98 -4.02 -0.226
C 4.37 2.24 -4.57 -0.024
C 5.24 -0.10 -4.81 -0.057
C 3.80 3.28 -3.84 -0.228
H 4.67 2.42 -5.61 0.104
C 3.62 4.63 -4.44 -0.058
H 3.74 4.57 -5.52 0.071
H 4.37 5.34 -4.06 0.085
H 2.63 5.04 -4.21 0.068
H 6.25 -0.34 -4.44 0.084
H 5.34 0.22 -5.86 0.070
H 4.65 -1.03 -4.78 0.070
H 5.30 -1.11 -2.38 0.123
H 4.47 -0.46 -0.92 0.096
C -4.51 -2.25 0.57 -0.228
Si -3.45 -2.93 1.97 0.316
C -4.56 -3.43 3.41 -0.224
C -2.44 -4.41 1.39 -0.217
Si -1.99 -1.23 2.66 0.094
Te -1.14 0.09 0.66 0.658
Si -3.17 0.29 3.97 0.303
C -3.59 -0.49 5.63 -0.223
C -2.11 1.82 4.22 -0.221
C -4.76 0.74 3.07 -0.228
Si -0.13 -2.13 3.76 0.320
C -0.83 -3.37 4.99 -0.226
C 1.01 -2.98 2.53 -0.213
C 0.83 -0.77 4.63 -0.216
H -5.31 -2.98 0.37 0.026
H -3.92 -2.14 -0.35 0.026
H -4.97 -1.29 0.80 0.014
H -5.31 -4.13 3.01 0.025
H -4.01 -3.94 4.20 0.022
H -5.10 -2.58 3.85 0.009
H -1.99 -4.23 0.41 0.021
H -1.65 -4.70 2.09 0.016
H -3.13 -5.26 1.29 0.026
H -2.69 -0.84 6.16 0.019
H -4.07 0.28 6.24 0.024
H -4.28 -1.34 5.54 0.011
H -2.32 2.57 3.45 0.027
H -2.37 2.26 5.20 0.026
H -1.03 1.62 4.22 0.015
H -4.56 1.32 2.16 0.029
H -5.36 -0.14 2.79 0.009
H -5.37 1.37 3.74 0.026
H -1.62 -4.01 4.57 0.005
H -0.01 -4.02 5.31 0.026
H -1.24 -2.87 5.88 0.019
H 1.68 -2.24 2.06 -0.011
H 1.64 -3.69 3.09 0.030
H 0.48 -3.53 1.75 0.005
H 1.53 -0.29 3.93 -0.023
H 0.19 0.00 5.08 0.008
H 1.42 -1.24 5.43 0.031



2.
100
Properties=species:S:1:pos:R:3:lowdin_charge:R:1 method="wB97M-V/def2-TZVPD" e_tot_ev=-60667.147 homo_lumo_gap_ev=3.5387 charge=+1
Al 8.61 -7.19 16.67 -0.040
N 10.65 -7.27 17.57 0.088
C 10.65 -7.55 19.03 -0.257
C 11.33 -6.46 19.83 -0.138
C 11.24 -6.41 21.39 -0.158
C 12.10 -7.44 22.11 -0.182
N 11.48 -8.76 22.03 0.110
C 11.93 -9.78 22.76 -0.419
N 11.27 -10.93 22.71 0.220
N 13.02 -9.67 23.53 0.209
C 9.19 -7.71 19.45 -0.454
O 8.85 -8.28 20.50 0.033
O 8.29 -7.36 18.50 -0.035
H 11.29 -7.97 17.13 0.112
H 11.13 -6.37 17.55 0.096
H 11.17 -8.51 19.23 0.161
H 10.93 -5.48 19.57 0.107
H 12.44 -6.42 19.54 0.145
H 10.16 -6.51 21.70 0.135
H 11.63 -5.49 21.67 0.091
H 12.23 -7.08 23.16 0.133
H 13.12 -7.51 21.68 0.136
H 10.56 -8.76 21.61 0.116
H 10.38 -11.00 22.23 0.148
H 11.47 -11.66 23.36 0.127
H 13.55 -8.81 23.55 0.115
H 13.52 -10.50 23.80 0.131
C 6.86 -9.93 18.42 -0.093
C 7.97 -10.81 17.91 -0.232
C 8.02 -12.09 18.36 -0.138
C 9.03 -12.97 17.98 -0.173
C 10.00 -12.58 17.07 -0.125
C 10.10 -11.27 16.60 -0.261
C 11.31 -10.86 15.84 -0.122
C 9.01 -10.28 16.96 -0.375
N 8.91 -9.17 16.37 0.043
H 5.87 -10.49 18.36 0.094
H 6.70 -9.03 17.83 0.026
H 7.08 -9.63 19.44 0.053
H 7.17 -12.44 18.90 0.088
H 9.02 -14.01 18.34 0.075
H 10.71 -13.24 16.63 0.078
H 10.89 -10.12 15.12 0.040
H 11.64 -11.78 15.24 0.090
H 12.12 -10.43 16.46 0.060
C 4.60 -4.89 18.52 -0.048
C 6.11 -5.26 18.38 -0.193
N 6.97 -4.12 18.12 -0.040
C 6.86 -3.02 19.16 -0.205
C 7.39 -3.43 20.51 -0.066
C 8.18 -4.23 17.48 -0.315
C 9.01 -2.95 17.38 0.005
N 8.57 -5.25 16.75 0.160
H 3.97 -5.69 18.21 0.065
H 4.36 -3.99 17.93 0.082
H 4.38 -4.67 19.59 0.080
H 6.20 -6.04 17.64 0.093
H 6.54 -5.66 19.30 0.108
H 5.81 -2.73 19.14 0.108
H 7.30 -2.09 18.74 0.109
H 6.74 -4.21 20.97 0.090
H 7.37 -2.56 21.24 0.100
H 8.44 -3.74 20.43 0.069
H 8.37 -2.18 17.01 0.085
H 9.93 -3.07 16.82 0.089
H 9.35 -2.66 18.37 0.084
H 9.22 -4.94 16.03 0.093
C 6.46 -4.98 13.86 -0.016
N 6.00 -6.34 13.55 -0.086
C 5.22 -6.52 12.35 -0.192
C 5.08 -7.98 11.94 -0.141
C 4.55 -8.72 13.16 -0.157
N 5.48 -8.51 14.27 -0.082
C 5.61 -9.63 15.19 -0.010
C 6.14 -7.34 14.53 -0.362
O 6.77 -7.15 15.60 0.031
H 5.98 -4.39 13.04 0.100
H 7.56 -4.98 13.81 0.082
H 6.10 -4.66 14.83 0.082
H 5.69 -5.89 11.60 0.110
H 4.23 -5.99 12.41 0.138
H 6.06 -8.38 11.62 0.126
H 4.38 -8.11 11.09 0.123
H 4.39 -9.80 12.97 0.128
H 3.53 -8.37 13.51 0.144
H 5.56 -10.53 14.59 0.090
H 4.78 -9.58 15.90 0.102
H 6.61 -9.55 15.67 0.074
C 10.08 -7.16 12.24 -0.008
N 11.06 -7.36 13.32 -0.149
C 12.36 -7.94 13.03 -0.029
C 10.69 -7.24 14.57 -0.224
O 9.52 -6.89 14.96 -0.028
H 9.51 -8.04 11.95 0.098
H 10.51 -6.84 11.26 0.105
H 9.36 -6.37 12.52 0.087
H 13.03 -7.22 12.47 0.110
H 12.20 -8.81 12.35 0.113
H 12.77 -8.26 13.98 0.081
H 11.56 -7.31 15.31 0.151